The following is a DFT calculation (ωB97M-V/def2-TZVPD) of a cluster of 7 separate species, C43H59BBrClN10O4P in total in a non-equilibrium geometry.

- HOMO level (eV) = -10.95
- charge = +1

Structure (XYZ):
```
120
Properties=species:S:1:pos:R:3:forces:R:3:mulliken_charge:R:1
H 2.812735 -4.739296 5.487576 0.044 0.042 -0.002 0.38
H 7.940319 -0.973057 -1.521917 0.133 -0.212 -0.120 0.40
H 3.706077 6.122965 -3.498140 -0.182 0.259 0.197 0.54
H 3.528277 5.541184 -1.402784 -0.204 -0.003 0.310 0.54
C 5.031554 0.746391 -1.300431 0.831 0.138 -0.743 0.38
H -2.286088 4.706846 -0.690625 -0.073 0.102 -0.027 0.73
H -0.840533 -4.771076 3.649958 -0.006 0.030 -0.050 0.40
H 6.349498 -1.567264 -1.155859 -0.137 -0.108 0.130 0.46
C -8.470154 1.640794 1.930963 0.154 0.002 -0.008 -0.15
H 0.777363 3.382713 -1.388177 0.192 -0.287 -0.179 0.25
C 7.399777 -3.419411 5.760886 0.021 -0.029 0.086 -0.17
C 6.483190 0.534645 -1.663312 0.125 -0.485 -0.288 -0.74
N -3.224514 2.883069 -0.745593 0.077 -0.075 0.099 -0.34
H 1.398596 4.982124 -1.596345 -0.019 0.141 -0.138 0.43
N -2.274406 -5.088124 -1.231854 -0.076 0.103 0.033 -0.62
H 4.422461 -0.075614 -1.654175 -0.146 -0.370 0.262 0.37
C -8.341986 -0.228356 0.644251 0.164 -0.039 -0.014 -0.02
N -1.789121 -0.862507 -0.954908 0.330 0.927 -0.850 -0.33
N 0.956470 -4.830397 4.629291 0.034 0.081 -0.071 -0.56
C -3.084374 4.112893 -0.248745 0.123 -0.099 -0.069 -0.61
C -7.314867 -3.006708 -1.892948 -0.016 0.009 -0.022 -0.38
Br 3.953113 2.116953 1.802281 0.139 0.078 -0.572 -0.25
C 2.631392 -3.265996 3.925225 -0.058 0.002 0.013 -0.67
C 1.773048 -2.750732 2.967195 0.045 0.083 -0.028 -0.10
H 7.066931 1.396274 -1.354725 0.104 0.181 0.170 0.33
P 2.328716 1.012635 0.710679 -1.525 -1.564 0.780 0.34
H -7.281599 -3.156679 -0.821393 -0.016 -0.027 -0.005 0.50
C 7.024418 -0.730597 -0.994177 0.698 0.726 0.146 -0.85
H -3.716380 5.642659 1.118031 0.013 0.000 -0.021 0.39
H -5.034615 -4.384248 1.384806 0.013 -0.012 0.006 0.44
H 6.640689 0.447901 -2.736051 -0.325 0.033 -0.216 0.51
H -0.160753 1.712050 -0.255028 0.116 -0.102 0.312 0.48
B 1.405745 4.378524 0.483405 -0.372 -0.621 0.299 0.74
H -5.444093 -5.955007 -0.512856 0.015 -0.020 -0.017 0.45
H 7.296080 0.576914 0.695362 0.022 0.157 0.355 0.30
O 2.326755 5.032253 1.217314 0.300 0.739 -0.440 -0.55
H 6.065810 -5.029620 5.244786 -0.010 -0.010 -0.027 0.41
H -4.295278 1.135466 -0.649602 -0.094 -0.010 0.055 0.50
H 1.671637 5.082491 -3.909413 -0.194 0.005 0.002 0.33
H -2.319122 -0.169970 -1.473024 -0.127 -0.331 -0.136 0.26
H 7.706731 -3.847359 6.706594 -0.001 0.003 -0.008 0.38
C 7.377273 -0.486836 0.499616 -0.680 -0.463 -1.116 -0.91
N -7.711068 0.756841 1.282824 -0.290 -0.031 0.039 -0.41
C 3.234484 2.358884 -1.475685 0.853 -1.063 -0.239 -1.51
H -7.701107 -0.933707 0.126590 -0.057 -0.006 -0.038 0.25
H -2.802572 -3.277708 1.555742 0.015 0.021 -0.018 0.51
C -7.508020 -2.593951 -4.564313 -0.103 0.040 -0.081 -0.26
H -0.195613 -2.912459 2.112442 0.028 0.011 -0.003 0.25
H 5.423949 -3.971266 3.084162 0.039 -0.066 0.050 0.67
H 6.697424 -1.062309 1.116037 0.102 0.094 0.522 0.11
C -4.261454 -4.581251 0.652478 -0.067 0.012 0.047 -0.51
C 0.145522 -4.320993 3.703384 -0.049 -0.096 0.075 -0.36
C -5.057288 2.559561 0.772056 0.011 0.072 0.117 -0.21
H 4.828560 4.450243 -1.620053 0.305 -0.441 -0.082 0.57
C -3.879816 4.637182 0.754381 0.018 0.064 0.021 -0.56
O 0.246346 3.994357 1.101693 -0.421 0.771 -0.519 -0.44
H -7.627453 -2.413244 -5.627036 0.054 -0.027 -0.005 0.37
C -3.024675 -3.965123 0.750574 -0.012 -0.007 -0.011 -0.08
Cl 4.180863 1.504209 -3.615550 0.119 0.206 -0.083 -0.07
H 1.392691 0.048020 -2.297022 0.170 -0.123 0.080 0.44
C -9.853321 1.585277 1.974833 0.008 0.008 0.005 -0.50
C -3.468822 -5.672340 -1.308810 0.077 -0.086 -0.116 -0.30
C -4.887475 3.839643 1.273057 -0.018 -0.008 -0.001 -0.16
H 2.323580 3.476670 -4.058765 0.208 -0.323 -0.258 0.25
H -9.353281 -2.309118 -1.923135 0.025 -0.023 0.039 0.30
C 2.550201 4.520191 -4.226441 -0.240 0.863 0.598 -1.58
N -8.575363 -2.325359 -3.815056 0.104 -0.027 0.056 -0.57
O 0.203935 -1.070487 0.008201 2.212 -1.484 1.172 -0.47
C 3.770837 5.042945 -3.467372 0.732 -0.549 -0.214 0.74
N 2.405554 1.370570 -1.000900 0.439 0.844 0.291 1.11
C -6.310281 -3.073604 -4.054718 -0.039 0.030 0.023 -0.53
H 1.136093 1.733324 -2.620096 0.208 0.190 -0.153 0.21
H -1.665669 -1.719712 -1.482021 -0.558 -0.314 0.326 0.25
H 4.978472 4.022191 -4.990150 -0.038 0.071 -0.443 0.34
C -10.489014 0.554735 1.303701 -0.109 -0.021 -0.006 -0.42
C 1.229038 1.010927 -1.817157 -0.434 -0.088 0.222 -0.38
C -0.108143 0.994471 -1.067146 -0.849 0.237 -0.931 -0.82
H 2.087491 -1.943572 2.320355 -0.066 -0.057 0.002 0.79
H -0.513338 4.049240 0.501797 -0.117 -0.526 0.318 0.16
H -11.568485 0.475733 1.311684 0.008 0.002 -0.001 0.38
C -8.465883 -2.534136 -2.505232 -0.108 0.038 -0.031 -0.27
O 2.883690 -0.531118 0.764956 0.784 1.231 0.178 -0.35
C 6.131157 -3.488569 3.750441 0.025 -0.001 -0.168 -0.56
N 4.536811 1.989248 -1.960664 -0.510 -0.109 0.448 0.29
C 2.175037 -4.302718 4.726063 -0.023 -0.088 0.061 -0.40
C -9.719874 -0.373085 0.622119 0.028 0.025 0.028 -0.24
H 5.794165 4.214384 -3.492935 0.142 -0.074 0.149 0.31
H -3.604312 -6.349033 -2.145757 -0.060 -0.010 0.025 0.39
H 1.864532 5.618588 1.834705 0.339 -0.385 0.393 0.32
C -6.215949 -3.281790 -2.689005 0.152 -0.007 0.021 0.06
N 2.910813 3.597318 -1.507225 -0.244 0.504 -0.181 1.24
H 7.857514 -0.748912 3.751612 0.043 -0.002 0.051 0.36
N 6.611180 -2.318262 3.327889 -0.078 -0.072 0.132 -0.18
H -5.299002 -3.653782 -2.249895 -0.007 0.001 -0.003 0.40
C -4.200718 2.131810 -0.231507 0.117 0.020 -0.104 -0.38
C -4.491962 -5.454245 -0.399223 0.010 0.009 0.075 -0.45
C 6.489138 -4.078740 4.952104 0.012 0.022 -0.001 -0.53
H -7.931307 2.433741 2.440562 -0.070 0.026 0.029 0.31
C -0.518827 -0.388267 -0.630479 -1.542 0.850 -0.058 -0.06
C 5.112490 4.715794 -4.173323 -0.144 -0.346 0.583 -1.45
C 0.502079 -3.287648 2.850005 -0.028 -0.040 0.026 -0.31
C 1.575530 4.043707 -1.076661 0.152 0.452 0.205 -1.38
C 7.911574 -2.203614 5.338801 -0.012 -0.014 -0.006 -0.70
C 3.831079 4.661956 -1.960340 -0.525 0.895 -0.062 -1.51
H 2.678795 4.757839 -5.273697 -0.001 -0.306 -0.298 0.50
H -10.178071 -1.191890 0.085262 0.011 -0.004 0.000 0.29
H -10.416341 2.330076 2.519915 0.022 0.009 0.004 0.38
H 5.617541 5.620040 -4.488339 -0.015 0.095 -0.335 0.35
C 7.484828 -1.699181 4.120778 -0.029 0.092 -0.129 -0.07
H -1.087878 -3.792219 -0.180348 -0.008 0.021 0.109 0.81
H -5.835103 1.905908 1.149147 0.082 -0.056 -0.123 0.37
H 3.813498 -0.512256 1.050830 -0.073 -0.518 -0.085 0.16
H 5.007617 0.819252 -0.219420 -0.338 0.393 0.031 -0.55
H 3.633041 -2.874695 4.050331 -0.099 0.006 0.040 0.62
H 8.625578 -1.657688 5.939804 -0.003 0.015 -0.018 0.37
H 8.393064 -0.806385 0.675883 0.204 -0.084 0.331 0.46
C -2.071079 -4.251884 -0.214660 0.127 -0.034 -0.079 -0.62
H -5.475656 -3.277959 -4.711573 -0.016 -0.001 -0.018 0.40
H -0.865125 1.317702 -1.779296 -0.028 0.307 -0.108 0.63
H -5.533192 4.212844 2.057680 0.012 0.004 -0.001 0.40
```
Positions in Å, forces in eV/Å.

***

The following is a DFT calculation (ωB97M-V/def2-TZVPD) of a cluster of 8 separate species, C42H42F3N7O3 in total in a non-equilibrium geometry.

- SMILES = C#CCOC(=O)OCCC(F)(F)F.c1ccncc1.c1ccncc1.c1ccncc1.c1ccncc1.c1ccncc1.c1ccncc1.c1ccncc1
- HOMO level (eV) = -9.34

Structure (XYZ):
```
97
Properties=species:S:1:pos:R:3:forces:R:3:mulliken_charge:R:1
F 0.023990 0.133000 6.973067 -4.526 1.154 -1.768 -0.24
C -6.406567 0.583845 -4.804234 -0.018 -0.078 -0.295 -1.03
C -10.299824 -3.925795 -7.086643 -0.210 0.167 -0.059 -0.62
C 0.620730 7.383948 -4.987027 -0.296 -0.844 0.085 -0.27
C -7.050537 0.020626 -5.900859 -0.056 0.094 0.116 0.19
C 2.637863 -5.618763 5.013794 -0.330 -0.630 -0.529 -0.20
C 9.505025 4.057900 4.813335 0.014 -0.031 -0.027 -0.25
C -5.036247 0.293339 -7.144424 0.453 0.377 0.650 -0.57
H 0.371712 1.551555 4.471508 -0.152 -2.376 -1.315 0.32
H -6.920285 0.712721 -3.858327 0.069 0.006 -0.071 0.37
C 4.649788 -2.178217 5.117856 0.013 -0.137 0.114 0.32
H -2.387046 2.176237 -5.615127 0.013 -0.147 0.153 0.43
H -0.161272 1.076645 -1.395033 -0.024 0.022 -0.036 0.39
H -0.204165 0.824818 2.817556 1.013 -1.043 2.229 0.28
H -8.085523 -0.299735 -5.824541 0.258 0.024 -0.063 0.33
H -12.312911 -1.318557 -7.900148 0.100 -0.035 0.019 0.36
C 0.936679 5.323565 -5.956586 -0.477 0.418 0.664 0.08
C -0.609280 2.677386 -2.769009 -0.112 -0.040 -0.168 -0.61
C 8.272371 2.195326 5.644025 -0.497 0.246 0.679 -0.46
H 3.701144 -2.705900 5.082163 0.231 0.202 0.009 0.27
H 8.000730 1.143779 5.633171 0.208 0.101 -0.021 0.96
C 1.867653 5.829811 -6.849419 0.040 0.280 0.032 -0.67
O 1.458485 -0.197220 3.908512 -2.255 -2.951 -2.742 -0.22
C -11.472147 -3.243794 -7.394917 0.002 0.005 -0.002 -0.10
H 2.679767 -8.689310 7.270760 -0.004 0.068 -0.072 0.36
C 8.870521 4.854036 5.761326 0.104 -0.164 -0.158 -0.36
C -1.691874 -2.075505 -0.887072 4.612 -2.253 8.887 -0.28
H -1.235676 3.999330 -4.350376 0.041 -0.048 0.082 0.68
C 3.156644 -5.476161 6.290682 -0.005 -0.298 0.185 -0.07
H 2.345538 5.182405 -7.575880 -0.062 0.043 0.079 0.35
F -2.314243 -0.541212 6.867808 3.269 3.331 -1.448 -0.24
C 7.956422 4.255708 6.613583 -0.278 -0.865 0.062 -0.20
H 1.747587 9.042731 -5.765575 -0.035 -0.101 0.014 0.35
H 5.812972 -3.924044 5.634569 0.029 0.075 -0.023 0.39
C 4.704827 -0.813230 4.855375 0.040 -0.256 0.029 -0.69
H 1.789877 -8.768756 4.938004 0.031 0.042 0.065 0.36
H -6.828823 -0.563208 -7.969350 0.012 0.002 0.164 0.39
H -2.358575 -0.132657 -4.661791 0.021 0.167 -0.036 0.47
H -0.100854 3.442749 -2.193703 -0.031 -0.071 -0.050 0.37
C -6.355220 -0.128464 -7.096444 -0.047 0.073 0.167 -0.29
C 7.007667 -2.143714 5.461195 0.195 0.852 -0.149 -0.50
H 6.033785 0.879055 4.710566 -0.080 -0.058 0.035 0.43
C 2.184799 -7.846693 5.354532 -0.070 0.689 -0.640 -0.30
H 7.437623 4.834083 7.372950 0.055 0.003 -0.069 0.37
H -2.027126 -0.045444 4.073933 2.012 -0.265 1.747 0.34
C -0.643548 1.365411 -2.324378 -0.342 -0.691 -0.292 -0.36
H 0.665038 4.272018 -5.967439 0.055 0.042 -0.028 0.32
C 2.169334 7.186139 -6.787274 -0.002 -0.004 0.003 -0.16
H 2.597710 -4.776442 4.328818 0.011 -0.074 0.100 0.55
O 0.748580 -1.654271 1.877916 0.220 0.694 3.815 -0.21
C 5.938273 -0.184411 4.911131 0.743 -0.397 0.143 -0.13
C 5.822112 -2.860218 5.426129 -0.120 0.263 -0.055 -0.45
F -1.706884 1.768799 6.268825 1.483 -4.856 0.469 -0.24
C -1.039470 -0.221482 4.720208 -0.843 -0.043 -0.290 -0.59
N -9.029205 -1.884666 -7.303539 -1.082 -0.652 -0.150 -0.26
C -10.183663 -1.249988 -7.601641 0.784 -0.360 0.170 -0.01
H 2.893014 7.619257 -7.471633 -0.085 -0.051 0.080 0.36
C -1.194336 -2.377347 0.416691 -2.383 2.546 -8.315 -0.37
H 0.101931 7.962322 -4.227660 0.058 -0.012 -0.079 0.36
C 9.203345 2.701572 4.751191 0.073 0.403 0.030 -0.58
N 7.641647 2.942706 6.576206 0.649 0.548 -0.618 -0.50
H -10.308965 -4.989620 -6.878203 0.025 0.106 -0.013 0.36
H -0.276407 -3.627727 2.087305 0.087 2.410 -0.304 0.30
H -0.913282 -1.396557 4.807951 -0.036 2.545 0.017 0.23
H 3.573277 -6.518356 8.129503 -0.045 -0.009 -0.109 0.38
C -1.242477 2.982301 -3.969253 -0.037 -0.013 -0.043 -0.31
N -4.385004 0.845113 -6.097579 -1.071 -0.344 0.050 -0.18
H 10.228706 4.491017 4.128977 -0.075 -0.036 0.075 0.36
C -11.417109 -1.878807 -7.657398 0.016 -0.259 0.052 -0.68
H 9.083279 5.914492 5.835035 -0.030 -0.089 0.012 0.35
C 1.534829 7.982275 -5.839283 0.110 -0.196 -0.175 -0.44
H -1.749648 -1.935572 -2.067550 -0.009 -0.268 3.222 0.30
N 0.305955 6.070945 -5.024404 0.676 0.372 -0.662 -0.27
H 9.681230 2.054166 4.024730 -0.069 0.022 0.081 0.38
C 0.174571 0.520523 3.902724 -1.171 1.986 0.532 -0.30
C 1.367803 -1.496530 3.202830 2.923 -4.909 3.567 0.24
C -5.086427 0.978744 -4.950627 0.504 -0.027 -0.704 0.07
H -4.450011 0.194932 -8.053793 -0.073 -0.004 0.042 0.36
H -10.088152 -0.186522 -7.802207 -0.049 -0.050 0.010 0.38
H -8.173085 -3.695904 -6.812752 -0.076 0.002 -0.013 0.39
H -4.541332 1.426544 -4.124791 -0.064 -0.034 -0.021 0.35
O 1.952146 -2.546585 3.843496 -4.247 7.042 -4.700 -0.38
C 2.680054 -7.801990 6.647928 0.092 0.236 0.062 -0.28
C -1.884919 1.971235 -4.676453 0.269 0.331 0.107 -0.61
H 3.809026 -0.252981 4.612625 0.104 -0.067 0.048 0.36
H -12.420792 -3.771477 -7.430610 0.113 0.064 0.005 0.36
H 7.948852 -2.630327 5.700021 -0.074 0.002 -0.015 0.37
N 2.151414 -6.780404 4.525518 0.352 -0.009 0.964 -0.54
C -1.868105 0.690040 -4.149036 0.410 -0.402 0.696 -0.15
H -1.265488 -2.142057 2.709297 1.732 -0.346 -1.527 0.11
C -0.467757 -2.480251 1.919964 -2.450 -1.257 -1.828 0.16
H 3.535952 -4.518838 6.629685 -0.058 -0.069 -0.024 0.41
N 7.092732 -0.819090 5.209233 -0.958 -0.609 -0.051 -0.43
C -9.114270 -3.209292 -7.051577 0.176 0.865 -0.155 -0.18
C 3.175687 -6.591772 7.121444 0.010 0.023 0.012 -0.61
C -1.281589 0.337557 6.247703 0.510 -1.008 -0.323 0.69
N -1.260573 0.363152 -2.987785 -0.006 0.893 -0.391 -0.28
```
Positions in Å, forces in eV/Å.

***

Number 1: lowest unoccupied orbital energy -3.570 eV, calculated total energy -5922.69703 hartree, orbital gap 7.38 eV. Number 2: lowest unoccupied orbital energy -0.148 eV, calculated total energy -2533.87562 hartree, orbital gap 9.20 eV.